1.
{
  "formula": "C14H28O6Si",
  "method": "ωB97M-V with the def2-TZVPD basis set",
  "homo_energy_ha": -0.343,
  "homo_lumo_gap_ev": 10.083,
  "smiles": "C=C(C)C(=O)OCCC[Si](C)(OCCOC)OCCOC",
  "symbols": ["C", "C", "C", "C", "O", "O", "C", "C", "C", "Si", "C", "O", "C", "C", "O", "C", "O", "C", "C", "O", "C", "H", "H", "H", "H", "H", "H", "H", "H", "H", "H", "H", "H", "H", "H", "H", "H", "H", "H", "H", "H", "H", "H", "H", "H", "H", "H", "H", "H"],
  "xyz": [[2.427, 2.630, -3.886], [1.315, 2.425, -3.187], [0.314, 3.505, -2.918], [1.019, 1.038, -2.737], [-0.106, 0.766, -2.378], [2.027, 0.128, -2.741], [1.595, -1.139, -2.232], [1.337, -1.192, -0.716], [0.797, -2.505, -0.199], [0.183, -2.084, 1.542], [0.377, -3.678, 2.508], [1.127, -0.870, 2.188], [0.404, -0.022, 3.005], [0.426, 1.373, 2.396], [1.686, 1.972, 2.542], [2.665, 1.385, 1.785], [-1.440, -1.706, 1.555], [-2.137, -0.789, 0.766], [-3.412, -0.176, 1.372], [-4.064, 0.681, 0.472], [-4.560, -0.063, -0.660], [2.657, 3.587, -4.302], [3.104, 1.824, -4.108], [-0.631, 3.257, -3.396], [0.627, 4.463, -3.318], [0.190, 3.589, -1.848], [0.654, -1.374, -2.790], [2.329, -1.878, -2.523], [2.230, -0.847, -0.144], [0.618, -0.412, -0.500], [1.550, -3.289, -0.161], [-0.008, -2.815, -0.870], [1.249, -4.218, 2.313], [-0.467, -4.262, 2.179], [0.299, -3.486, 3.576], [0.730, -0.086, 4.063], [-0.633, -0.428, 2.967], [0.191, 1.323, 1.310], [-0.323, 2.020, 2.865], [3.614, 2.001, 1.826], [2.830, 0.383, 2.160], [2.367, 1.346, 0.726], [-2.333, -1.305, -0.164], [-1.449, 0.035, 0.486], [-4.113, -0.905, 1.770], [-3.150, 0.413, 2.231], [-5.283, -0.843, -0.333], [-5.132, 0.672, -1.271], [-3.700, -0.444, -1.220]],
  "mulliken_charge": [-1.154, 0.591, -1.095, 0.762, -0.596, -0.388, -0.781, 0.651, -0.949, 0.586, -1.313, -0.224, -0.244, -0.163, -0.451, -0.364, -0.627, 0.003, -0.760, -0.391, -0.595, 0.332, 0.303, 0.269, 0.393, 0.240, 0.365, 0.416, 0.199, -0.420, 0.485, 0.386, 0.372, 0.316, 0.293, 0.321, 0.313, -0.013, 0.327, 0.292, 0.215, 0.028, 0.411, 0.217, 0.404, 0.279, 0.291, 0.236, 0.229]
}

2.
{
  "formula": "C14H29Cl2CrN10P",
  "method": "ωB97M-V with the def2-TZVPD basis set",
  "s2": 0.765,
  "homo_energy_ha": [-0.595, -0.595],
  "charge": 3,
  "homo_lumo_gap_ev": [4.982, 5.657],
  "spin_multiplicity": 2,
  "symbols": ["Cr", "C", "N", "C", "C", "N", "N", "C", "N", "N", "H", "H", "H", "H", "H", "H", "H", "H", "H", "H", "H", "Cl", "C", "Cl", "H", "H", "N", "C", "C", "C", "N", "H", "H", "H", "H", "C", "N", "C", "N", "C", "N", "C", "P", "C", "C", "H", "H", "H", "H", "H", "H", "H", "H", "H", "H", "H", "H"],
  "xyz": [[-0.413, 1.087, -0.904], [-0.899, 1.475, 3.835], [0.428, 1.246, 3.279], [1.480, 0.940, 4.241], [0.608, 1.177, 1.953], [-0.370, 1.150, 1.082], [1.920, 1.128, 1.494], [2.397, 1.163, 0.206], [3.731, 1.227, 0.091], [1.600, 1.131, -0.828], [-0.793, 1.898, 4.832], [-1.472, 0.550, 3.927], [-1.452, 2.196, 3.234], [1.147, 1.236, 5.234], [2.407, 1.485, 4.050], [1.685, -0.134, 4.269], [-1.276, 1.159, 1.539], [2.627, 1.149, 2.223], [4.360, 1.306, 0.875], [4.175, 1.247, -0.814], [2.111, 1.144, -1.709], [-0.758, 1.130, -3.243], [-2.508, 1.107, -3.042], [-2.762, 1.062, -1.295], [-2.931, 0.211, -3.501], [-2.942, 2.013, -3.473], [0.586, 3.962, -0.759], [0.279, 5.267, -0.768], [-1.074, 5.361, -1.009], [-1.508, 4.044, -1.143], [-0.491, 3.192, -0.987], [1.507, 3.556, -0.677], [1.006, 6.036, -0.600], [-1.659, 6.252, -1.080], [-2.510, 3.720, -1.346], [-1.179, -4.240, -1.957], [-1.722, -3.750, -0.703], [-0.897, -4.194, 0.405], [0.457, -3.692, 0.240], [1.006, -4.180, -1.015], [0.174, -3.739, -2.119], [0.246, -2.337, -2.371], [-0.409, -1.323, -0.909], [-1.991, -2.350, -0.696], [0.565, -2.275, 0.397], [-1.803, -3.912, -2.791], [-1.159, -5.331, -1.939], [-0.873, -5.286, 0.419], [-1.315, -3.838, 1.348], [1.026, -5.271, -0.995], [2.025, -3.811, -1.145], [-0.337, -2.103, -3.269], [1.291, -2.058, -2.546], [-2.690, -2.119, -1.507], [-2.455, -2.080, 0.259], [0.184, -1.995, 1.386], [1.619, -1.986, 0.324]],
  "mulliken_spin": [1.124, 0.000, 0.000, 0.000, 0.002, -0.043, 0.001, 0.013, 0.016, -0.024, 0.000, 0.000, 0.000, 0.000, 0.000, 0.000, 0.004, 0.000, 0.000, 0.000, 0.004, -0.007, -0.002, 0.003, 0.000, 0.000, 0.004, 0.004, -0.002, 0.008, -0.039, 0.001, 0.000, 0.000, 0.000, -0.001, 0.007, 0.000, -0.009, 0.000, 0.001, 0.006, -0.068, 0.000, -0.001, 0.000, 0.000, 0.000, 0.000, 0.000, 0.000, 0.000, 0.001, 0.000, 0.001, 0.000, 0.000]
}

Relative energy (zero: lowest compared OMol25 entry of this formula, charge and spin): 0.000 0.304 (eV)
Molar mass: 320.458 491.332 (g/mol)